18
Properties=species:S:1:pos:R:3:forces:R:3 method="wB97M-V/def2-TZVPD" e_above_lowest_kcal_mol=142.0 homo_ev=-8.29
C 4.20051 -0.29716 -0.59420 -0.15 0.18 1.59
C 3.09731 -0.09867 -1.31185 -2.33 0.72 -0.58
C 2.65868 -0.09134 0.86498 0.04 0.62 0.41
C -0.12315 0.22052 -0.60119 2.24 -1.46 1.58
C -0.77914 -0.49044 0.51573 0.55 -0.04 -1.70
C -2.63044 -1.13718 -0.99486 1.47 3.83 -0.98
N 3.97111 -0.26194 0.75394 -0.51 -0.35 0.47
N 2.11194 0.03574 -0.34975 -4.03 0.61 -1.02
O -0.72796 0.95128 0.31738 -0.13 1.20 -0.25
O -1.95192 -1.11017 0.24500 -0.35 -0.48 2.14
H 5.15072 -0.40596 -0.92918 2.67 -0.33 -1.00
H 2.89792 0.14432 -2.36329 0.20 -0.51 0.64
H 2.08588 0.10710 1.80591 0.73 -0.46 -1.01
H -0.42652 0.23631 -1.64804 0.95 0.28 0.03
H -0.23823 -0.73835 1.44961 -0.67 -0.41 -0.91
H -2.65180 -0.08357 -1.48644 -0.44 -1.12 1.17
H -3.64096 -1.43807 -0.83674 -0.31 -0.66 0.01
H -2.01555 -1.59217 -1.72977 0.06 -1.62 -0.58